The following is a DFT calculation (ωB97M-V with the def2-TZVPD basis set) of one molecule with the formula C20H14N2 at a distorted geometry.

Computed properties:
- HOMO (eV) = -8.39
- LUMO level (eV) = 0.2
- total charge = 0
- calculated total energy (eV) = -23945.835
- orbital gap (eV) = 8.544
- 2S+1 = 1

Each line ends with the Löwdin charge.
Geometry (Å):
1 N 1.2651 0.5988 -3.8032  0.121
2 C 0.5750 0.3624 -2.8777  -0.343
3 N -0.3095 0.0531 -1.9507  0.089
4 C -0.2161 -0.0374 -0.4411  -0.230
5 C -1.6509 -0.0953 0.1399  -0.118
6 C -2.4811 0.9530 -0.3218  -0.058
7 C -3.8756 0.9046 -0.2196  -0.072
8 C -4.4789 -0.1344 0.4831  -0.099
9 C -3.6963 -1.1378 1.0562  -0.077
10 C -2.2776 -1.0987 0.9552  -0.011
11 C 0.6720 -1.1998 0.0792  -0.084
12 C 0.4352 -2.5683 0.1322  -0.037
13 C 1.5239 -3.4143 0.2439  -0.083
14 C 2.8267 -2.9431 0.3630  -0.076
15 C 3.0934 -1.5612 0.3946  -0.003
16 C 1.9843 -0.6953 0.3652  -0.100
17 C 1.9236 0.7862 0.3918  -0.105
18 C 2.9589 1.7362 0.5108  -0.004
19 C 2.5771 3.0838 0.6311  -0.080
20 C 1.2361 3.4409 0.6042  -0.080
21 C 0.2121 2.5069 0.4335  -0.012
22 C 0.5682 1.1863 0.1389  -0.070
23 H -1.0606 -0.3905 -2.5520  0.187
24 H -1.9809 1.6951 -0.9260  0.102
25 H -4.4413 1.6824 -0.7120  0.102
26 H -5.5696 -0.1728 0.5292  0.104
27 H -4.2018 -1.9715 1.5723  0.108
28 H -1.7183 -1.9203 1.4220  0.099
29 H -0.5675 -2.9155 -0.0231  0.100
30 H 1.3563 -4.4720 0.2023  0.098
31 H 3.6685 -3.6297 0.3975  0.103
32 H 4.1207 -1.1496 0.4058  0.118
33 H 4.0122 1.4133 0.4974  0.115
34 H 3.3593 3.8325 0.7344  0.104
35 H 0.9783 4.4816 0.7017  0.100
36 H -0.8209 2.7901 0.4415  0.093

=====

The following is a DFT calculation (ωB97M-V with the def2-TZVPD basis set) of C20H15BaN3O4 as an isolated structure.

Computed properties:
- HOMO (eV) = -7.52
- LUMO level (eV) = -0.5
- total charge = 0
- calculated total energy (eV) = -34340.694
- orbital gap (eV) = 7.073
- 2S+1 = 1
- relative energy (zero: lowest compared OMol25 entry of this formula, charge and spin) (kJ/mol) = 15.9

Each line ends with the Löwdin charge.
Geometry (Å):
1 Ba -0.4203 -0.4882 -1.5766  1.986
2 O -1.8268 0.1014 2.5326  0.077
3 C -1.2267 0.4410 1.5323  -0.483
4 N -0.1128 -0.1018 0.9492  -0.080
5 C 0.4960 -1.1471 1.5978  -0.473
6 O 0.2469 -1.6378 2.6787  0.085
7 C 1.6869 -1.7401 0.8295  -0.210
8 C 2.3691 -2.7827 1.4473  0.008
9 C 3.4803 -3.3195 0.8299  -0.045
10 C 3.8776 -2.7973 -0.3955  -0.062
11 C 3.1238 -1.7821 -0.9469  -0.150
12 N 2.0415 -1.2545 -0.3644  -0.020
13 C -1.7828 1.6592 0.7783  -0.211
14 C -2.7825 2.3845 1.4179  0.004
15 C -3.2916 3.5113 0.8041  -0.046
16 C -2.7940 3.8709 -0.4435  -0.062
17 C -1.8238 3.0732 -1.0144  -0.148
18 N -1.3134 1.9838 -0.4297  -0.015
19 H 2.0037 -3.1325 2.4014  0.120
20 H 4.0326 -4.1286 1.2898  0.110
21 H 4.7469 -3.1709 -0.9183  0.103
22 H 3.3996 -1.3645 -1.9101  0.104
23 H -3.1211 2.0379 2.3831  0.119
24 H -4.0614 4.1016 1.2841  0.110
25 H -3.1518 4.7465 -0.9667  0.104
26 H -1.4277 3.3204 -1.9942  0.105
27 C -4.9531 -1.3852 -0.1745  -0.012
28 C -3.5935 -1.8177 -0.6812  -0.381
29 O -2.9338 -0.9594 -1.2897  -0.204
30 C -3.1513 -3.1780 -0.4525  -0.102
31 C -4.0614 -4.1170 0.0901  -0.049
32 C -3.7301 -5.4253 0.2976  -0.102
33 C -2.4282 -5.8554 -0.0295  -0.083
34 C -1.5155 -4.9815 -0.5426  -0.020
35 C -1.8241 -3.6065 -0.7703  -0.373
36 O -0.8966 -2.8362 -1.2178  -0.374
37 H -5.0565 -0.3156 -0.3376  0.081
38 H -5.0555 -1.6023 0.8884  0.093
39 H -5.7466 -1.9070 -0.7113  0.090
40 H -5.0620 -3.7941 0.3435  0.101
41 H -4.4502 -6.1185 0.7094  0.095
42 H -2.1517 -6.8900 0.1357  0.102
43 H -0.5060 -5.2864 -0.7889  0.110

=====

The following is a DFT calculation (ωB97M-V with the def2-TZVPD basis set) of C20H15Br2IrN6O2S as an isolated structure at a distorted geometry.

Computed properties:
- ⟨S²⟩ = 6.072
- HOMO (alpha / beta) (eV) = -13.69 / -14.19
- LUMO level (alpha / beta) (eV) = -6.5 / -9.3
- total charge = +2
- calculated total energy (eV) = -187759.152
- orbital gap (alpha / beta) (eV) = 7.143 / 4.856
- 2S+1 = 5

Each line ends with the Löwdin charge.
Geometry (Å):
1 Ir -0.5134 0.7630 0.3415  1.445
2 N 3.9494 -5.9412 -0.5100  0.253
3 C 3.0217 -4.9983 -0.0830  -0.230
4 C 2.0538 -4.4557 -0.9538  0.036
5 C 1.1045 -3.5381 -0.5268  -0.006
6 C 1.1334 -3.1340 0.8212  -0.270
7 C 2.1241 -3.5736 1.6716  -0.024
8 C 3.1006 -4.4566 1.2053  0.048
9 S 0.0630 -1.7981 1.4617  0.856
10 O -0.5480 -1.2761 0.1479  -0.658
11 O 1.0354 -0.7198 1.9316  -0.506
12 N -1.5244 0.7305 1.8689  -0.060
13 C -2.9462 0.8319 1.8272  -0.434
14 N -3.5561 1.2038 0.6466  0.095
15 C -4.8503 0.9021 0.5802  -0.109
16 C -5.5712 0.3131 1.6393  -0.009
17 C -4.8524 0.1585 2.8080  -0.126
18 N -3.5656 0.4446 2.9825  0.138
19 H 3.6134 -6.5900 -1.1890  0.129
20 H 4.3918 -6.4786 0.2283  0.142
21 H 2.0876 -4.7841 -2.0150  0.148
22 H 0.3560 -3.1138 -1.1851  0.115
23 H 2.0980 -3.2322 2.7109  0.139
24 H 3.9416 -4.7432 1.8427  0.144
25 H -5.2924 1.1273 -0.3906  0.119
26 H -6.6230 0.0150 1.6458  0.123
27 H -5.3797 -0.2556 3.6717  0.125
28 Br 2.5938 6.3788 1.0147  0.896
29 C 1.4253 4.9422 0.8444  -0.644
30 C 0.7381 4.3823 1.9539  -0.050
31 C -0.0028 3.2796 1.7874  -0.086
32 N -0.1262 2.6899 0.5758  -0.086
33 C 0.5342 3.2064 -0.5478  -0.153
34 C 1.2215 4.4204 -0.4235  -0.032
35 C 0.4687 2.3779 -1.7257  -0.180
36 C 0.8092 2.7894 -2.9929  -0.030
37 C 0.5429 1.9555 -4.0684  -0.645
38 Br 1.0764 2.4566 -5.7814  0.894
39 C -0.1207 0.7209 -3.8458  -0.051
40 C -0.2997 0.2962 -2.5609  -0.077
41 N 0.0327 1.0807 -1.5128  -0.115
42 H 0.8716 4.8470 2.9093  0.121
43 H -0.5155 2.7578 2.6202  0.135
44 H 1.7093 4.8201 -1.3040  0.115
45 H 1.2480 3.7804 -3.1152  0.126
46 H -0.3491 0.0798 -4.7044  0.128
47 H -0.7093 -0.6628 -2.3025  0.114

=====

The following is a DFT calculation (ωB97M-V with the def2-TZVPD basis set) of C20H15CsI2N4O5 as an isolated structure.

Computed properties:
- HOMO (eV) = -6.00
- LUMO level (eV) = -1.0
- total charge = 0
- calculated total energy (eV) = -53932.596
- orbital gap (eV) = 4.995
- 2S+1 = 1
- relative energy (zero: lowest compared OMol25 entry of this formula, charge and spin) (kJ/mol) = 84.8

Each line ends with the Löwdin charge.
Geometry (Å):
1 Cs 0.0720 -0.2811 0.0173  1.137
2 O -2.2876 4.3898 -1.5781  0.118
3 C -1.6085 3.4040 -0.9677  -0.460
4 O -1.4848 2.3038 -1.4254  0.083
5 C -1.0283 3.8516 0.3489  -0.163
6 C -1.1560 5.1596 0.8017  0.025
7 C -0.5882 5.4867 2.0212  -0.022
8 C 0.0909 4.5078 2.7274  0.010
9 C 0.1621 3.2293 2.1837  -0.172
10 N -0.3955 2.9043 1.0259  0.178
11 C 0.8557 2.0853 2.8892  -0.469
12 O 1.8997 2.4120 3.6729  0.134
13 O 0.5060 0.9483 2.7751  0.028
14 H -2.6303 4.0262 -2.4092  0.140
15 H -1.6904 5.8910 0.2145  0.123
16 H -0.6781 6.4892 2.4165  0.118
17 H 0.5248 4.7229 3.6955  0.123
18 H 2.1677 3.3286 3.5325  0.109
19 I 1.5801 -5.6272 -1.1085  0.856
20 C -0.4218 -5.1041 -0.8737  -0.666
21 C -1.3864 -6.1111 -0.7983  -0.255
22 C -2.7162 -5.8202 -0.6461  -0.698
23 I -4.0751 -7.4011 -0.5501  0.864
24 C -3.1353 -4.4669 -0.5529  -0.220
25 C -4.4788 -4.0631 -0.3899  -0.060
26 C -4.7887 -2.7367 -0.2947  -0.066
27 C -3.7451 -1.7994 -0.3565  -0.163
28 N -2.4861 -2.1287 -0.5118  0.052
29 C -2.1576 -3.4401 -0.6209  -0.149
30 C -0.7277 -3.7343 -0.8073  -0.515
31 O 0.1143 -2.8004 -0.8830  -0.379
32 H -1.0642 -7.1422 -0.8637  0.069
33 H -5.2530 -4.8174 -0.3407  0.050
34 H -5.8099 -2.4019 -0.1705  0.098
35 H -3.9658 -0.7382 -0.2739  0.098
36 C 3.8365 1.0888 -2.7118  -0.007
37 C 4.0592 0.6326 -1.3123  -0.410
38 N 3.1488 0.5648 -0.3713  0.026
39 C 3.7910 0.0658 0.7427  -0.162
40 C 5.1017 -0.1618 0.4688  -0.093
41 N 5.2602 0.1970 -0.8506  0.090
42 H 2.7945 1.3786 -2.8206  0.078
43 H 4.0474 0.2929 -3.4273  0.083
44 H 4.4640 1.9463 -2.9604  0.079
45 H 3.2700 -0.1021 1.6717  0.095
46 H 5.9095 -0.5488 1.0634  0.107
47 H 6.1030 0.1194 -1.3915  0.155